[1]
ORCA calculation (ωB97M-V with the def2-TZVPD basis set) on a cluster of 2 separate species, C5H10O in total at a distorted geometry.

Last column: Löwdin charge in e.
Atoms and positions in Å:
C 0.43339 1.89677 3.60988  -0.03
C 0.31019 1.14571 2.52994  -0.24
C 1.43582 0.24390 2.00075  -0.11
H -0.47326 2.41286 3.97064  0.05
H 1.31109 2.39651 3.99487  0.05
H -0.68719 0.79468 2.19893  0.09
H 1.15530 -0.01917 0.98105  0.05
H 2.31208 0.88363 2.07590  0.07
H 1.63248 -0.62565 2.60998  0.07
C -0.09944 -0.97702 -3.73475  0.01
C -0.65281 -1.46099 -2.62327  -0.28
O -1.53859 -0.70816 -1.85902  -0.05
H 0.60962 -1.57756 -4.27705  0.05
H -0.63674 -0.19263 -4.25981  0.07
H -0.79945 -2.51225 -2.39318  0.11
H -1.21389 -0.91838 -0.96355  0.09

Values from the calculation:
Frontier orbital gap   10.05 eV
SMILES   C=CC.C=CO
LUMO energy   0.72 eV
Energy relative to the best compared isomer or geometry (same formula, charge and spin)   2.994 eV
Net charge   0

=====

[2]
ORCA calculation (ωB97M-V with the def2-TZVPD basis set) on a structure of composition C5H10O.

Last column: Löwdin charge in e.
Atoms and positions in Å:
C 1.94352 -0.14497 -0.04400  -0.12
C 0.93384 0.87152 -0.52025  -0.14
C -0.65415 0.14082 0.52808  -0.20
C -1.01129 -1.29232 0.77160  -0.10
C -1.63814 0.89801 -0.24290  -0.20
O -0.65604 0.37992 -1.13804  -0.14
H 1.75750 -1.11657 -0.51386  0.08
H 1.93433 -0.27480 1.04054  0.08
H 2.94205 0.17779 -0.36929  0.08
H 1.17246 1.13411 -1.56023  0.10
H 0.89224 1.77351 0.08171  0.10
H -0.12705 -1.93904 0.82515  0.06
H -1.48941 -1.31493 1.75932  0.08
H -1.70942 -1.71413 0.03025  0.08
H -1.68437 1.98900 -0.20502  0.11
H -2.60608 0.43207 -0.44306  0.12

Values from the calculation:
Frontier orbital gap   8.77 eV
LUMO energy   1.15 eV
Energy relative to the best compared isomer or geometry (same formula, charge and spin)   5.877 eV
Net charge   0

=====

[3]
ORCA calculation (ωB97M-V with the def2-TZVPD basis set) on an isolated molecule of C5H10O.

Last column: Löwdin charge in e.
Atoms and positions in Å:
C -2.04206 0.22559 0.43589  -0.05
C -0.81604 -0.15652 -0.37529  -0.42
O -0.69810 0.79647 -1.42283  -0.04
C 0.42989 -0.24167 0.50748  -0.26
C 1.70151 -0.82422 -0.03725  -0.12
C 1.61423 0.64464 0.25871  -0.11
H -1.89806 1.19578 0.92313  0.09
H -2.23656 -0.52627 1.20894  0.08
H -2.91536 0.28825 -0.21885  0.08
H -0.98936 -1.14879 -0.82058  0.14
H -0.07963 0.44815 -2.07637  0.09
H 0.21504 -0.47435 1.54848  0.14
H 2.30433 -1.44826 0.61556  0.10
H 1.70117 -1.14403 -1.07846  0.10
H 1.54730 1.33082 -0.58062  0.10
H 2.16173 1.03440 1.11208  0.10

Values from the calculation:
Frontier orbital gap   11.24 eV
SMILES   C[C@@H](O)C1CC1
LUMO energy   0.99 eV
Energy relative to the best compared isomer or geometry (same formula, charge and spin)   1.104 eV
Net charge   0

=====

[4]
ORCA calculation (ωB97M-V with the def2-TZVPD basis set) on an isolated molecule of C5H10O.

Last column: Löwdin charge in e.
Atoms and positions in Å:
C 1.51899 -0.36146 1.06143  -0.07
C 0.95869 -0.03165 -0.30386  -0.26
C -0.00242 -0.97459 -0.99593  -0.04
C -0.46320 0.37572 -0.51684  -0.55
C -1.41420 0.53510 0.64330  -0.01
O -0.61641 1.36629 -1.50194  0.00
H 2.47231 -0.89266 0.96555  0.08
H 1.69547 0.54337 1.65431  0.08
H 0.84576 -1.00834 1.63471  0.07
H 1.64727 0.48612 -0.96852  0.14
H 0.10672 -1.11343 -2.06860  0.11
H -0.32422 -1.85830 -0.44816  0.11
H -2.45483 0.51633 0.29844  0.08
H -1.23795 1.49851 1.13343  0.09
H -1.29195 -0.25812 1.38574  0.08
H -1.44002 1.17710 -1.97307  0.10

Values from the calculation:
Frontier orbital gap   10.70 eV
SMILES   C[C@H]1C[C@]1(C)O
LUMO energy   1.03 eV
Energy relative to the best compared isomer or geometry (same formula, charge and spin)   0.931 eV
Net charge   0

=====

[5]
ORCA calculation (ωB97M-V with the def2-TZVPD basis set) on an isolated molecule of C5H10O at a distorted geometry.

Last column: Löwdin charge in e.
Atoms and positions in Å:
C 1.98368 -0.26703 0.18573  -0.12
C 0.88120 0.53121 -0.50255  -0.16
C -0.56392 0.01197 -0.37361  -0.47
C -0.95102 -1.06648 0.63557  -0.02
C -1.66897 0.96113 -0.37476  -0.15
O -1.32380 0.27271 -1.55776  -0.01
H 2.09406 -1.26305 -0.25706  0.08
H 1.79296 -0.38903 1.25504  0.07
H 2.94527 0.24763 0.07989  0.07
H 1.15630 0.63646 -1.55927  0.12
H 0.87179 1.55284 -0.11555  0.11
H -0.08404 -1.60052 1.00418  0.06
H -1.39144 -0.54680 1.49879  0.09
H -1.72263 -1.75570 0.27990  0.09
H -1.40973 1.98569 -0.18387  0.11
H -2.63710 0.64164 0.00849  0.12

Values from the calculation:
Frontier orbital gap   10.90 eV
SMILES   CC[C@@]1(C)CO1
LUMO energy   1.02 eV
Energy relative to the best compared isomer or geometry (same formula, charge and spin)   1.914 eV
Net charge   0

=====

[6]
ORCA calculation (ωB97M-V with the def2-TZVPD basis set) on an isolated molecule of C5H10O.

Last column: Löwdin charge in e.
Atoms and positions in Å:
C -3.10403 0.13296 0.25833  -0.12
C -1.77831 0.37960 -0.39903  -0.14
C -0.63726 -0.10284 0.08369  -0.19
O 0.57306 0.16410 -0.47511  -0.11
C 1.67773 -0.44316 0.17501  -0.28
C 2.94450 0.18196 -0.36980  -0.08
H -2.99083 -0.49474 1.14968  0.07
H -3.57109 1.07398 0.57438  0.07
H -3.80914 -0.36729 -0.41620  0.07
H -1.74673 0.99712 -1.29476  0.11
H -0.61501 -0.73361 0.97563  0.12
H 1.66573 -1.52879 -0.00285  0.12
H 1.60500 -0.28017 1.26046  0.12
H 3.82416 -0.27533 0.09435  0.08
H 2.95607 1.25586 -0.16118  0.08
H 3.00615 0.04036 -1.45260  0.08

Values from the calculation:
Frontier orbital gap   9.53 eV
SMILES   C/C=C/OCC
LUMO energy   1.15 eV
Energy relative to the best compared isomer or geometry (same formula, charge and spin)   1.068 eV
Net charge   0